The following is a DFT calculation (the ωB97M-V functional and the def2-TZVPD basis) of C59H47F3N4O2P2S4SbScSi as an isolated structure at a distorted geometry.

Properties
**E_HOMO (alpha / beta)**: -0.1 / -0.7 eV
**Net charge**: -2
**Kohn-Sham gap (alpha / beta)**: 3.638 / 4.267 eV
**2S+1**: 1
**LUMO level (alpha / beta)**: 3.535 / 3.535 eV

Last column: natural (NBO) charge in e.
Atoms and positions in Å:
Sb1 -0.97631 -0.36512 4.36370  0.977
Sc1 -0.73447 -0.59779 0.95742  1.325
S1 -0.83993 -2.26318 2.78845  -0.925
S2 -0.80228 2.24299 3.86327  -0.343
S3 1.17771 -0.45914 5.18478  -0.994
S4 -2.05449 2.65653 5.34889  -0.611
P1 -1.15884 -0.27885 -1.93390  0.879
P2 0.65872 -3.36968 0.31321  0.927
Si1 -2.50790 -2.49150 0.08009  0.872
F1 5.99606 1.14154 -0.75596  -0.328
F2 6.18552 1.35345 1.39493  -0.318
F3 6.45448 -0.58541 0.46532  -0.325
O1 -2.29669 0.38929 1.59561  -0.869
O2 2.25704 6.44977 4.57964  -0.492
N1 1.58250 -0.33394 0.79870  -0.533
N2 -3.14556 5.88152 1.15759  -0.135
N3 -2.37596 6.83842 1.47295  -0.208
N4 -0.35327 1.79214 0.46410  -0.556
C1 0.13374 -0.23600 -3.24723  -0.347
C2 -0.23365 -6.03111 0.40372  -0.142
C3 3.48253 -4.65490 -2.51311  -0.233
C4 -3.84511 -2.06727 -4.47185  -0.258
C5 2.71378 -4.68719 -3.66660  -0.239
C6 -2.41762 -1.42911 -2.62750  -0.365
C7 2.90754 -4.31493 -1.28908  -0.178
C8 -1.46643 2.47813 0.86538  0.147
C9 -4.07406 2.54575 -1.62303  -0.134
C10 -3.71157 2.30811 1.76046  -0.262
C11 1.55697 -3.98236 -1.20107  -0.328
C12 2.28914 -4.76769 3.83970  -0.224
C13 -4.25773 -2.46075 0.79902  -1.118
C14 -3.59189 3.65039 -2.31242  -0.234
C15 0.06019 5.76770 4.10429  -0.229
C16 3.06696 -3.19028 1.71180  -0.156
C17 1.46673 -4.64842 2.72824  -0.110
C18 -2.92998 -2.45468 -1.82367  -0.394
C19 -2.91765 -5.37657 0.36943  -0.220
C20 1.14171 0.73132 -3.13981  -0.217
C21 2.23499 -0.55231 -0.33849  0.070
C22 0.57739 3.83945 -0.34210  -0.286
C23 1.15471 6.56234 3.77339  0.286
C24 -2.82650 4.50827 1.17982  -0.039
C25 3.61246 0.47214 1.74789  -0.175
C26 -1.60524 3.89070 0.70886  0.001
C27 -4.33445 -3.12824 -3.70733  -0.213
C28 3.57776 -0.27130 -0.50670  -0.258
C29 -2.53215 -6.70651 0.46878  -0.203
C30 -0.62385 -4.68980 0.34313  -0.358
C31 -1.98109 -4.33529 0.27830  -0.388
C32 -2.08168 1.29639 -2.19296  -0.312
C33 -3.86515 3.67308 1.60932  -0.154
C34 5.73341 0.54941 0.42344  0.971
C35 0.65954 2.49712 -0.06490  0.034
C36 4.26992 0.25500 0.56623  -0.119
C37 0.29586 -1.24177 -4.19659  -0.143
C38 1.39797 -1.25039 -5.04805  -0.218
C39 1.36012 -4.37552 -3.59031  -0.203
C40 -0.57862 4.54311 0.01940  -0.175
C41 -1.18085 -7.04013 0.46250  -0.260
C42 0.79654 -4.01099 -2.37715  -0.217
C43 3.48515 -4.06830 3.90904  -0.196
C44 3.88211 -3.29087 2.83254  -0.234
C45 -1.08505 5.80729 3.33351  -0.215
C46 3.42859 7.08909 4.13443  -0.247
C47 2.36917 -0.26613 -4.95360  -0.223
C48 1.07943 7.42312 2.68992  -0.316
C49 -2.50171 1.69563 1.44677  0.367
C50 1.83866 -3.85033 1.64603  -0.385
C51 -2.36808 3.57046 -2.95883  -0.205
C52 -0.09178 7.47403 1.93360  -0.238
C53 2.25738 0.16177 1.82537  0.079
C54 -2.88722 -1.22785 -3.93487  -0.145
C55 -3.32395 1.38198 -1.55847  -0.221
C56 -3.88222 -3.31151 -2.41107  -0.203
C57 -1.17027 6.65474 2.22174  0.106
C58 -1.61740 2.39985 -2.90317  -0.228
C59 2.23915 0.72725 -3.98965  -0.225
H1 3.33265 8.17986 4.15566  0.160
H2 3.51891 -4.33081 -0.39658  0.216
H3 0.82193 -6.28211 0.41621  0.203
H4 -4.21122 -2.66108 1.87559  0.249
H5 -0.87087 -8.07834 0.51280  0.198
H6 -4.27999 -4.13778 -1.82408  0.204
H7 -4.50572 1.69495 2.17368  0.223
H8 1.49963 -2.04134 -5.78360  0.206
H9 -1.92086 5.16974 3.60359  0.259
H10 4.22204 6.79055 4.81544  0.190
H11 1.06656 1.49227 -2.36936  0.235
H12 -0.26026 -3.75423 -2.32792  0.228
H13 4.09132 -4.10565 4.80650  0.205
H14 4.53713 -4.90368 -2.55911  0.201
H15 -0.67056 2.36071 -3.42321  0.214
H16 0.50598 -5.14158 2.72522  0.217
H17 -4.67971 -1.45640 0.66703  0.232
H18 0.74328 -4.41414 -4.48208  0.202
H19 -3.28378 -7.48538 0.55320  0.194
H20 -4.94172 -3.17998 0.32928  0.196
H21 -5.08450 -3.79465 -4.12317  0.198
H22 3.00180 1.49276 -3.88745  0.211
H23 3.16308 -4.94991 -4.61806  0.199
H24 -4.16199 4.57292 -2.33081  0.212
H25 -0.44500 -2.02650 -4.27780  0.216
H26 4.12603 0.87107 2.61356  0.243
H27 1.91241 8.05932 2.41812  0.202
H28 -1.98399 4.42639 -3.50425  0.203
H29 1.66677 -0.98352 -1.14912  0.232
H30 4.06285 -0.47243 -1.45353  0.238
H31 -3.69656 0.52911 -0.99908  0.237
H32 -4.79377 4.14923 1.90781  0.215
H33 -0.66876 5.58555 -0.22799  0.214
H34 0.12134 5.09113 4.95278  0.261
H35 -2.50220 -0.40153 -4.52460  0.202
H36 -4.21614 -1.89758 -5.47722  0.200
H37 1.56943 1.94988 -0.29974  0.187
H38 -0.15849 8.14733 1.08575  0.204
H39 3.23035 -0.28178 -5.61250  0.205
H40 -5.02423 2.60067 -1.10607  0.210
H41 4.81261 -2.73449 2.87486  0.204
H42 1.40810 4.33703 -0.82989  0.208
H43 3.39058 -2.57354 0.88184  0.192
H44 3.69331 6.78095 3.11801  0.173
H45 1.72110 0.28441 2.76901  0.282
H46 -3.97878 -5.13710 0.36935  0.200
H47 1.96688 -5.37650 4.67670  0.205